1.
101
Properties=species:S:1:pos:R:3 method="wB97M-V/def2-TZVPD" gap_ev=7.32 multiplicity=1 charge=+2 homo_energy_ev=-12.978 lumo_energy_ha=-0.20796
Sr 0.3261 1.7808 1.7617
Sr 0.9051 -3.2167 0.6363
C -0.8452 -0.8125 0.8372
O 0.3228 -0.6790 1.2490
O -1.3480 0.2530 0.6645
O -1.3051 -1.9571 0.6387
C 1.4718 4.3329 4.1451
O 1.6775 2.9685 3.6724
C 3.0814 2.6862 3.5604
C 3.2314 1.3832 2.9569
N 2.7734 1.0888 1.5957
C 3.4089 1.9155 0.5734
C 2.4827 1.8930 -0.6923
O 1.1752 2.2632 -0.4232
C 0.4238 2.2962 -1.6110
H 0.4218 4.6147 4.2235
H 1.7725 5.1853 3.5359
H 1.9854 4.3996 5.1042
H 3.6178 2.6746 4.5092
H 3.6120 3.4570 3.0015
H 2.7811 0.6460 3.6215
H 4.2615 1.0465 2.8403
H 2.9243 0.0940 1.5085
H 4.3968 1.4783 0.4285
H 3.4894 2.9598 0.8751
H 2.4666 0.8589 -1.0366
H 2.9397 2.5520 -1.4305
H -0.5862 2.6645 -1.4313
H 0.3342 1.3502 -2.1451
H 0.7331 3.0593 -2.3252
C 3.3009 -1.1686 -3.6634
O 2.0285 -1.8589 -3.5937
C 1.1743 -1.5899 -2.5226
C 0.0107 -2.5997 -2.4684
N 0.2899 -3.8244 -1.6905
C 1.4198 -4.4247 -2.3630
C 1.9433 -5.7441 -1.6040
O 2.1631 -5.3957 -0.2560
C 2.9415 -6.4215 0.3332
H 3.7857 -1.0646 -2.6927
H 3.3103 -0.1124 -3.9326
H 3.9166 -1.5757 -4.4654
H 0.8534 -0.5522 -2.6135
H 1.7339 -1.4859 -1.5930
H -0.4293 -2.7879 -3.4477
H -0.8964 -2.1843 -2.0294
H -0.4611 -4.3751 -2.0815
H 2.3270 -3.8347 -2.4932
H 1.2775 -4.8187 -3.3693
H 2.8407 -5.9164 -2.1982
H 1.3064 -6.6280 -1.6385
H 3.0037 -7.3905 -0.1621
H 2.7800 -6.5219 1.4065
H 3.9825 -6.1628 0.1397
C -0.0931 -0.5702 4.3779
O -0.4913 0.6583 3.8313
C -1.6764 1.2022 4.4244
C -2.3026 2.1822 3.4234
N -1.4340 3.2302 2.9400
C -2.1321 3.8681 1.7632
C -1.2430 5.0411 1.3473
O -0.0206 4.4097 0.9809
C 0.8933 5.3612 0.3672
H 0.8312 -0.9415 3.9351
H -0.8488 -1.1855 3.8897
H -0.1787 -0.7234 5.4537
H -1.3997 1.5905 5.4046
H -2.4685 0.4815 4.6275
H -3.2434 2.6496 3.7142
H -2.6727 1.5717 2.5998
H -1.5524 3.8870 3.6980
H -3.0834 4.3242 2.0370
H -2.5384 3.1720 1.0294
H -1.2751 5.7564 2.1691
H -1.6960 5.6630 0.5753
H 0.4236 5.6481 -0.5736
H 1.8219 4.8204 0.1849
H 1.1527 6.2382 0.9602
C -3.9935 -3.8760 0.9293
O -2.8530 -4.1194 0.1166
H -4.5537 -3.0521 0.4871
H -4.6024 -4.7667 1.0838
H -3.6515 -3.5633 1.9159
H -2.2901 -3.3514 0.2386
C -3.7987 -1.2962 -2.2095
C -2.8062 -0.1810 -2.5310
C -2.4492 -0.0103 -4.0443
O -1.9898 -1.2296 -4.5849
C -2.2908 -1.5203 -5.9118
N -3.4669 0.9777 -1.9245
H -3.7140 -2.2817 -2.6675
H -4.8208 -1.0597 -2.5054
H -3.7576 -1.4518 -1.1315
H -1.8569 -0.1775 -1.9953
H -1.6726 0.7401 -4.1921
H -3.3443 0.3340 -4.5625
H -2.1441 -0.6267 -6.5184
H -3.3549 -1.7280 -6.0242
H -1.6489 -2.3155 -6.2909
H -4.2569 0.4124 -1.6482
H -2.9905 1.0095 -1.0344

***

2.
96
Properties=species:S:1:pos:R:3 method="wB97M-V/def2-TZVPD" smiles=COCCNCCOC.COCCNCCOC.COCCNCCOC.COCCNCCOC gap_ev=8.58 multiplicity=1 charge=0 homo_energy_ev=-7.875 lumo_energy_ha=0.02598
C 1.2531 -2.9922 -2.3760
O 2.0699 -3.6169 -3.3654
C 2.2238 -2.7193 -4.4364
C 3.5133 -1.8410 -4.1616
N 3.2508 -0.6560 -3.2597
C 4.5368 -0.0411 -2.8183
C 5.3542 0.6485 -3.9899
O 4.3591 1.4863 -4.7057
C 4.9224 2.6934 -5.2374
H 0.8682 -3.7177 -1.6594
H 0.3660 -2.5667 -2.8452
H 1.8816 -2.2204 -1.9318
H 1.3820 -2.0689 -4.6740
H 2.4436 -3.1081 -5.4306
H 3.7635 -1.4321 -5.1405
H 4.3820 -2.4323 -3.8720
H 2.6902 -0.0505 -3.8421
H 5.1705 -0.7193 -2.2468
H 4.4156 0.7195 -2.0470
H 5.8445 -0.2190 -4.4315
H 6.0056 1.3215 -3.4324
H 5.4432 3.2190 -4.4371
H 4.1922 3.3780 -5.6689
H 5.6774 2.5241 -6.0051
C 3.7012 3.6173 -1.0132
O 2.5966 3.2904 -0.0296
C 2.0586 1.9576 -0.1943
C 1.1634 1.8900 -1.5410
N 0.8128 0.5779 -1.8722
C -0.0880 -0.1512 -0.9934
C -1.4871 0.3559 -0.5951
O -1.4224 1.4327 0.3922
C -2.6528 1.9030 0.7889
H 3.3807 4.1541 -1.9061
H 4.2360 2.7366 -1.3690
H 4.3896 4.2686 -0.4747
H 1.4833 1.8768 0.7280
H 2.8317 1.1905 -0.1492
H 1.7657 2.2385 -2.3800
H 0.2797 2.5280 -1.5277
H 1.6268 0.0520 -2.1569
H 0.4494 -0.4610 -0.0971
H -0.5195 -1.0377 -1.4583
H -2.1038 -0.4255 -0.1510
H -2.0985 0.6379 -1.4523
H -2.4717 2.5600 1.6395
H -2.9987 0.9374 1.1577
H -3.2715 2.1762 -0.0659
C -0.6840 4.6398 7.0864
O -0.7719 4.0348 5.8350
C 0.5652 3.4975 5.3057
C 0.4042 2.1945 4.5221
N 1.5682 1.3016 4.4316
C 1.3610 0.2707 3.3815
C 1.8194 -1.1081 3.9598
O 1.5466 -2.0948 3.0353
C 2.0008 -3.4530 3.1769
H -0.1694 4.0226 7.8229
H -1.6873 4.7643 7.4938
H -0.1294 5.5781 7.0740
H 1.3249 3.5809 6.0829
H 0.7224 4.2493 4.5324
H 0.0172 2.4662 3.5400
H -0.3236 1.6292 5.1042
H 2.3970 1.8261 4.1904
H 1.8235 0.5026 2.4221
H 0.3260 0.1886 3.0496
H 1.3954 -1.1961 4.9601
H 2.8698 -1.1231 4.2503
H 1.7470 -4.0692 2.3143
H 1.5504 -3.9111 4.0575
H 3.0774 -3.3170 3.2791
C -2.4526 -3.9637 -2.0408
O -2.8685 -2.8020 -1.1778
C -2.8937 -3.0084 0.2254
C -4.3317 -2.8772 0.7724
N -5.0980 -1.6755 0.9782
C -5.4328 -0.9664 -0.2352
C -6.3088 0.2930 0.0057
O -7.5392 0.0243 0.7292
C -8.3433 -1.0616 0.3221
H -3.0193 -4.8750 -1.8505
H -1.3811 -4.1325 -1.9338
H -2.5680 -3.5441 -3.0402
H -2.3718 -2.2867 0.8538
H -2.5333 -3.9762 0.5741
H -4.2821 -3.4815 1.6782
H -4.8004 -3.5400 0.0450
H -5.9791 -1.8154 1.4519
H -5.6846 -1.5992 -1.0862
H -4.5126 -0.5502 -0.6453
H -6.6434 0.7255 -0.9372
H -5.6685 0.9653 0.5767
H -8.2646 -1.2141 -0.7543
H -9.4148 -1.0177 0.5173
H -8.0295 -1.9902 0.7989

***

3.
106
Properties=species:S:1:pos:R:3 method="wB97M-V/def2-TZVPD" smiles="CN(C)P(=O)(N(C)C)N(C)C.CN(C)P(=O)(N(C)C)N(C)C.COC(=O)OC.COC(=O)OC.COC(=O)OC.COC(=O)OC" gap_ev=7.94 multiplicity=1 charge=0 homo_energy_ev=-7.668 lumo_energy_ha=0.01000
O -3.8550 4.6758 3.9478
P -2.6763 4.7358 4.7759
N -2.1070 3.1958 5.2479
C -2.3380 2.0780 4.3273
C -1.1828 2.8647 6.3045
N -2.7937 5.6603 6.2488
C -4.0641 6.3561 6.4368
C -1.7342 6.0887 7.1697
N -1.3451 5.4060 3.9418
C -1.1650 6.8853 3.8725
C -0.8666 4.7663 2.7491
H -3.2518 2.2675 3.7642
H -2.6397 1.1941 4.8892
H -1.4563 1.8553 3.7263
H -0.3366 3.5513 6.3266
H -0.7565 1.8691 6.1816
H -1.7642 2.8218 7.2255
H -4.1357 6.8417 7.4100
H -4.1953 7.0882 5.6399
H -4.8832 5.6531 6.2854
H -1.9304 7.1055 7.5099
H -1.6607 5.3156 7.9346
H -0.7309 6.0868 6.7436
H -1.3229 7.2136 4.8999
H -0.2015 7.2075 3.4776
H -1.9168 7.1899 3.1445
H -1.0821 5.3390 1.8471
H -1.4533 3.8515 2.6658
H 0.2040 4.6033 2.8734
O 4.0873 -5.1943 -4.6321
P 3.9344 -4.2022 -3.5651
N 5.2513 -3.1781 -3.5404
C 6.5189 -3.5274 -4.1137
C 5.4454 -2.0844 -2.6312
N 4.0810 -4.8583 -1.9665
C 5.0909 -5.9547 -1.6542
C 3.2294 -4.4774 -0.7817
N 2.5430 -3.1376 -3.5662
C 1.2248 -3.6848 -3.3478
C 2.6212 -1.9756 -4.5493
H 6.9179 -2.7274 -4.7373
H 6.3790 -4.3872 -4.7690
H 7.2289 -3.8382 -3.3472
H 4.4794 -1.6503 -2.3734
H 5.8598 -1.3014 -3.2664
H 5.9345 -2.4602 -1.7325
H 5.1678 -6.1710 -0.5886
H 4.7648 -6.8662 -2.1550
H 6.0495 -5.6442 -2.0700
H 3.8540 -4.4530 0.1112
H 2.7756 -3.4926 -0.8929
H 2.4367 -5.2083 -0.6221
H 0.4452 -3.0101 -2.9942
H 0.7926 -4.0897 -4.2629
H 1.2554 -4.5457 -2.6799
H 2.2369 -1.0989 -4.0281
H 2.0961 -2.1420 -5.4899
H 3.6448 -1.7736 -4.8647
C 1.6935 2.1421 -3.5913
O 2.4783 1.5262 -4.6151
C 3.6790 1.3771 -4.4834
O 4.3762 1.3673 -3.4622
O 4.2713 1.3177 -5.7085
C 5.6297 0.9734 -5.9162
H 2.3254 2.5934 -2.8263
H 1.0003 1.4571 -3.1030
H 1.1779 2.8919 -4.1913
H 6.3213 0.9275 -5.0750
H 6.0279 1.5866 -6.7246
H 5.7449 -0.0392 -6.3029
C -4.9725 -3.8457 0.6955
O -5.4478 -2.6550 0.1870
C -5.2765 -1.4448 0.8170
O -4.8659 -1.2214 1.9840
O -5.5525 -0.5082 -0.0787
C -5.5389 0.8337 0.3086
H -3.9149 -3.8902 0.9556
H -5.1326 -4.7051 0.0444
H -5.5297 -4.1548 1.5799
H -4.6707 1.0843 0.9181
H -6.4142 1.1042 0.8991
H -5.4794 1.5451 -0.5151
C -1.3654 -2.2810 1.8992
O -1.8081 -2.9629 0.7445
C -1.1993 -3.9486 0.1128
O -0.1111 -4.4729 0.4521
O -2.0853 -4.3686 -0.8099
C -1.7868 -5.4205 -1.7650
H -0.4799 -2.7419 2.3368
H -2.1644 -2.1315 2.6253
H -0.9475 -1.3063 1.6476
H -2.7006 -5.8286 -2.1968
H -1.2701 -6.1578 -1.1506
H -1.2015 -5.0655 -2.6132
C -2.3098 1.6910 -3.1600
O -1.9460 1.4297 -1.8836
C -1.4878 0.3057 -1.4762
O -1.2543 -0.6973 -2.1766
O -1.2088 0.3672 -0.1559
C -1.8364 1.1975 0.7690
H -2.2338 2.7727 -3.2700
H -3.3575 1.3910 -3.1806
H -1.8372 1.0435 -3.8986
H -2.1975 0.5948 1.6023
H -2.7317 1.6911 0.3909
H -1.1145 2.0028 0.9046

***

4.
138
Properties=species:S:1:pos:R:3 method="wB97M-V/def2-TZVPD" gap_ev=7.73 multiplicity=1 charge=0 homo_energy_ev=-8.552 lumo_energy_ha=-0.03016
C 0.3274 -3.8772 2.6925
C -0.5626 -4.2256 1.5162
C -2.1298 -3.6599 1.3736
S -3.1454 -3.9117 2.9288
C -2.7567 -4.5360 0.0938
O -2.9865 -5.8519 0.2595
O -2.9574 -3.6921 -1.1311
C -3.1956 -2.2739 -0.7001
C -4.8213 -2.2685 -0.5212
N -5.3277 -1.8691 0.8447
C -6.1894 -2.9353 1.4887
B -2.7676 -1.4744 -2.1041
O -2.1187 -2.2641 -3.1954
O -3.0109 -0.0427 -2.3671
C -2.2016 -2.1866 0.5964
S -0.4943 -2.1933 -0.2623
B -2.0931 -0.8115 1.4868
O -2.6052 0.4960 0.9847
O -1.4915 -0.9569 2.8570
C -1.3160 0.3563 3.4958
C -0.0262 1.1583 2.8005
H -0.1298 -3.6085 3.7369
H 1.4938 -3.8372 2.4624
H -0.1046 -4.9357 0.6823
H -2.3695 -4.8303 3.7038
H -5.3259 -3.3097 -0.8134
H -5.2532 -1.4798 -1.2985
H -5.9993 -1.0603 0.6756
H -6.2257 -2.6710 2.6510
H -7.2664 -2.8843 1.0176
H -5.6465 -3.9653 1.3060
H -1.1236 -2.1082 -3.1961
H -3.3023 0.4310 -1.5338
H 0.1898 -1.0484 0.2550
H -1.9639 0.7821 0.2424
H -0.9878 0.2022 4.6330
H -2.2744 1.0267 3.5286
H 0.6893 0.4215 2.2151
H -0.5233 1.9638 2.0796
H 0.5748 1.7222 3.6439
C -6.5789 1.2681 3.5729
N -7.2330 0.3505 2.6013
O -7.3667 0.7566 1.4411
O -7.5936 -0.7516 3.0309
H -6.3154 2.1957 3.0605
H -7.2929 1.4606 4.3763
H -5.6841 0.7672 3.9482
C 3.5575 -0.1180 -0.9560
N 2.9824 0.3978 0.3156
O 1.7606 0.2875 0.4700
O 3.7739 0.8989 1.1228
H 2.7512 -0.5287 -1.5674
H 4.0383 0.7203 -1.4642
H 4.2808 -0.8948 -0.6993
C -6.3903 -1.3811 6.9619
N -6.1667 -0.0894 6.2580
O -5.0586 0.0878 5.7388
O -7.1100 0.7100 6.2467
H -5.4817 -1.9831 6.8926
H -6.6230 -1.1525 8.0039
H -7.2249 -1.8845 6.4696
C 5.3916 3.1045 3.1562
N 6.7925 3.5535 3.3788
O 7.6955 2.8119 2.9746
O 6.9460 4.6378 3.9531
H 5.4068 2.1403 2.6437
H 4.9153 3.0139 4.1346
H 4.8971 3.8600 2.5420
C -1.2337 1.3549 -4.2557
N 0.2242 1.3886 -4.5507
O 0.9510 0.6289 -3.9000
O 0.5977 2.1767 -5.4273
H -1.4181 0.6207 -3.4686
H -1.5267 2.3542 -3.9274
H -1.7496 1.0717 -5.1756
C 1.0045 -5.5158 -2.8810
N 2.1449 -4.6690 -2.4381
O 1.9200 -3.4669 -2.2562
O 3.2336 -5.2352 -2.2855
H 0.1145 -4.8897 -2.9735
H 1.2723 -5.9506 -3.8462
H 0.8550 -6.2892 -2.1247
C 8.8447 6.5670 5.6403
N 9.2135 7.7530 6.4596
O 9.5592 7.5477 7.6289
O 9.1454 8.8564 5.9057
H 8.9503 5.6684 6.2518
H 7.8087 6.6966 5.3207
H 9.5230 6.5335 4.7852
C -4.8100 3.2473 7.0241
N -4.7708 4.0534 5.7741
O -4.2012 5.1496 5.8252
O -5.3130 3.5627 4.7769
H -4.2978 3.7981 7.8158
H -5.8593 3.0887 7.2811
H -4.3030 2.3014 6.8222
C 3.2573 -3.5869 -5.9068
N 2.0041 -4.3205 -6.2311
O 1.7978 -4.5903 -7.4200
O 1.2629 -4.6046 -5.2830
H 3.8090 -3.4042 -6.8314
H 2.9743 -2.6444 -5.4337
H 3.8394 -4.2133 -5.2277
C 1.1575 4.9541 -3.7815
N 0.5824 5.4699 -2.5099
O -0.6394 5.3596 -2.3555
O 1.3739 5.9710 -1.7027
H 0.3512 4.5434 -4.3929
H 1.6383 5.7924 -4.2897
H 1.8808 4.1773 -3.5249
C 10.3199 1.5037 4.5405
N 10.0584 2.2429 5.8050
O 9.0554 1.9202 6.4521
O 10.8674 3.1262 6.1122
H 9.5328 0.7605 4.3965
H 10.3168 2.2316 3.7267
H 11.2941 1.0199 4.6371
C -5.2288 1.5761 -5.1267
N -4.2398 2.2958 -5.9739
O -4.3617 3.5226 -6.0680
O -3.3690 1.6086 -6.5204
H -5.9318 2.3011 -4.7110
H -5.7477 0.8575 -5.7642
H -4.6764 1.0739 -4.3297
C 7.6771 -4.1880 -4.4436
N 6.6040 -3.1622 -4.3432
O 5.7715 -3.3007 -3.4395
O 6.6278 -2.2471 -5.1744
H 7.5331 -4.9284 -3.6538
H 7.5970 -4.6534 -5.4280
H 8.6343 -3.6764 -4.3227
C -3.0427 -0.4235 -9.4332
N -4.2959 -1.1571 -9.7575
O -4.5022 -1.4269 -10.9464
O -5.0371 -1.4412 -8.8093
H -2.4910 -0.2408 -10.3577
H -3.3257 0.5190 -8.9601
H -2.4606 -1.0499 -8.7541